[1]
{"formula": "C25H28N2O3", "method": "the ωB97M-V functional and the def2-TZVPD basis", "smiles": "CC1=C(C(=O)Nc2ccc(C)cc2)[C@H](c2ccc(C)o2)C2=C(CC(C)(C)CC2=O)N1", "e_above_lowest_ev": 0.000, "elements": ["C", "C", "C", "C", "O", "N", "C", "C", "C", "C", "C", "C", "C", "C", "C", "C", "C", "C", "C", "O", "C", "C", "C", "C", "C", "C", "C", "C", "O", "N", "H", "H", "H", "H", "H", "H", "H", "H", "H", "H", "H", "H", "H", "H", "H", "H", "H", "H", "H", "H", "H", "H", "H", "H", "H", "H", "H", "H"], "positions_angstrom": [[-2.778940, -0.584772, 2.355150], [-1.747044, 0.107156, 1.525036], [-1.093224, -0.397932, 0.457210], [-1.290206, -1.801531, 0.014423], [-1.701287, -2.679407, 0.755380], [-0.972132, -2.028560, -1.293457], [-0.978042, -3.228128, -2.008044], [-1.273132, -4.463776, -1.438993], [-1.250351, -5.602978, -2.219650], [-0.938283, -5.552989, -3.573155], [-0.911933, -6.805672, -4.395790], [-0.641522, -4.316866, -4.131556], [-0.659621, -3.169335, -3.363701], [0.010394, 0.430679, -0.186451], [1.321677, -0.004247, 0.406271], [2.246579, -0.912784, -0.007750], [3.255159, -0.932192, 0.988785], [2.873595, -0.037380, 1.941078], [3.511403, 0.393936, 3.213355], [1.694102, 0.528553, 1.593589], [-0.193630, 1.906899, 0.056148], [-0.880900, 2.327157, 1.141587], [-0.998665, 3.768687, 1.518550], [0.184185, 4.582556, 0.974172], [-0.071986, 6.073570, 1.203878], [1.474204, 4.174232, 1.688516], [0.297423, 4.303969, -0.526566], [0.430758, 2.830702, -0.869087], [0.996312, 2.463720, -1.885051], [-1.536949, 1.419983, 1.917936], [-2.439744, -0.635161, 3.389538], [-2.938834, -1.596332, 2.000541], [-3.718257, -0.031443, 2.326682], [-0.711520, -1.228680, -1.852012], [-1.518820, -4.521926, -0.392541], [-1.481980, -6.555796, -1.765428], [-1.814861, -7.391285, -4.231240], [-0.059075, -7.423590, -4.114070], [-0.832342, -6.574414, -5.455128], [-0.392832, -4.248152, -5.181096], [-0.424114, -2.215763, -3.817268], [0.086273, 0.288615, -1.269009], [2.220208, -1.493225, -0.907162], [4.142825, -1.531214, 0.991127], [3.713658, 1.464718, 3.194654], [4.445312, -0.141753, 3.352530], [2.854033, 0.189981, 4.058106], [-1.049872, 3.861162, 2.606876], [-1.932394, 4.169791, 1.108160], [0.756497, 6.662652, 0.818645], [-0.981500, 6.394416, 0.700056], [-0.175325, 6.284853, 2.266214], [1.662413, 3.110547, 1.570875], [2.320003, 4.720106, 1.277463], [1.407172, 4.398138, 2.751542], [1.148847, 4.832453, -0.958555], [-0.602333, 4.665855, -1.035075], [-2.061380, 1.752197, 2.713760]], "atomic_forces_ev_per_a": [[-0.0268, -0.1821, -0.0682], [-0.1296, -0.3954, -0.3388], [-0.0694, 0.5253, 0.1806], [-0.1493, 0.0056, 0.1600], [0.0574, -0.2295, -0.0607], [0.1465, 0.4869, -0.2074], [-0.0332, -0.3989, -0.1850], [-0.0427, 0.0223, 0.2493], [0.0757, 0.1047, -0.2439], [-0.0256, -0.0261, -0.0071], [0.0393, -0.0140, 0.0515], [-0.0226, -0.0620, 0.0789], [-0.0190, 0.0590, 0.1561], [0.1431, 0.1248, 0.4306], [0.2383, -0.5747, -0.9884], [-0.4880, 0.4316, 0.0919], [-0.0682, 0.3427, 0.5206], [0.7405, -0.5766, -0.0586], [-0.3434, 0.0998, -0.1878], [-0.1828, 0.2312, 0.2013], [-0.3042, -0.5619, 0.0992], [0.1754, 0.0697, -0.4866], [0.1543, 0.1006, -0.1135], [-0.0680, 0.1694, 0.0697], [-0.0052, -0.2960, -0.0573], [-0.1367, -0.0005, -0.1061], [0.1062, -0.0159, -0.0234], [-0.0430, 0.4826, -0.0212], [-0.0216, -0.0356, 0.1120], [-0.0347, 0.1083, 0.2645], [0.0056, -0.0060, 0.1224], [-0.0329, 0.0810, 0.0962], [-0.0346, 0.1003, 0.0256], [-0.0738, -0.1154, 0.2163], [-0.0133, 0.0079, 0.0114], [-0.0340, -0.0956, 0.0644], [-0.0378, -0.0789, -0.0550], [0.0312, -0.0916, -0.0552], [-0.0030, -0.0476, -0.0804], [0.0155, 0.0024, -0.0966], [0.0167, 0.1051, -0.0446], [0.0384, 0.0542, 0.1715], [-0.0896, -0.0801, -0.2410], [0.2234, -0.0841, 0.0871], [0.0680, 0.0618, 0.0603], [0.0485, -0.0222, 0.0133], [0.0210, -0.0066, 0.1054], [-0.0261, 0.0107, 0.0485], [-0.0314, -0.0092, 0.0538], [0.1003, 0.0937, -0.0389], [-0.1113, 0.0638, -0.0571], [-0.0095, 0.0527, 0.1364], [0.1055, -0.1039, 0.0493], [0.1161, 0.0809, -0.0342], [0.0109, 0.0275, 0.1358], [-0.0048, -0.0124, -0.0312], [-0.0329, 0.0384, -0.0325], [0.0716, -0.0220, -0.1429]]}

[2]
{"formula": "C25H28N3O", "method": "the ωB97M-V functional and the def2-TZVPD basis", "e_above_lowest_ev": 0.332, "charge": 1, "elements": ["C", "O", "C", "C", "C", "C", "C", "C", "C", "C", "C", "C", "C", "C", "C", "C", "H", "H", "H", "H", "H", "H", "H", "H", "H", "H", "H", "H", "H", "H", "H", "C", "C", "C", "C", "C", "N", "C", "N", "C", "C", "N", "C", "C", "H", "H", "H", "H", "H", "H", "H", "H", "H", "H", "H", "H", "H"], "positions_angstrom": [[1.425705, 4.661369, -3.672765], [0.648004, 3.448127, -3.819713], [0.594260, 2.547826, -2.800501], [0.020306, 1.278678, -3.097191], [0.078888, 0.270125, -2.167246], [0.666265, 0.469056, -0.879635], [0.889321, -0.623298, 0.003798], [1.633241, -0.502648, 1.233918], [1.284947, -1.231565, 2.412591], [2.112260, -1.194169, 3.532454], [3.281722, -0.409588, 3.542658], [4.219319, -0.396018, 4.716094], [3.597357, 0.366353, 2.420971], [2.803066, 0.315447, 1.287482], [0.989151, 1.822200, -0.531652], [1.035991, 2.828319, -1.478818], [1.425340, 5.116554, -4.666203], [0.946015, 5.341117, -2.956109], [2.460104, 4.448857, -3.363830], [-0.413692, 1.112355, -4.086816], [-0.329561, -0.713174, -2.414597], [0.717761, -1.646775, -0.372567], [0.356912, -1.813569, 2.430678], [1.872343, -1.790701, 4.418780], [4.710416, 0.578201, 4.827119], [3.708635, -0.621635, 5.656848], [5.021055, -1.137361, 4.592190], [4.495045, 0.990908, 2.440762], [3.102717, 0.892827, 0.408381], [1.236038, 2.057607, 0.508323], [1.424571, 3.823519, -1.224919], [-2.880305, 2.998681, 0.754472], [-3.715016, 2.166702, 0.004021], [-3.509075, 0.788397, 0.035396], [-2.546852, 0.219309, 0.881428], [-2.374558, -1.283923, 0.839900], [-1.292564, -1.623344, -0.050537], [-1.387266, -2.733760, -0.734680], [-0.589470, -3.045658, -1.793712], [-1.037191, -4.218723, -2.498311], [-2.162223, -4.758004, -1.615665], [-2.263939, -3.754782, -0.584741], [-1.709079, 1.052353, 1.621759], [-1.853411, 2.439754, 1.525906], [-3.018243, 4.080090, 0.710953], [-4.523191, 2.580261, -0.605603], [-4.106044, 0.136006, -0.602458], [-2.183406, -1.719039, 1.840363], [-3.343184, -1.636127, 0.449462], [0.120409, -2.425682, -2.173608], [-1.410913, -3.965641, -3.499561], [-0.212040, -4.928239, -2.583248], [-3.109017, -4.848361, -2.162700], [-1.915663, -5.722013, -1.157894], [-2.902909, -3.778999, 0.194377], [-0.928046, 0.603953, 2.241845], [-1.160306, 3.087846, 2.062351]], "atomic_forces_ev_per_a": [[-0.2098, -0.1102, 0.1143], [0.1883, -0.8274, 0.9732], [0.1373, 0.6184, -0.1981], [0.1640, 0.1936, -0.1049], [0.2937, 0.0086, -0.0175], [-0.2690, 0.4460, 0.0805], [0.1001, -0.1584, -1.3783], [0.4975, 0.1716, 1.4921], [0.4157, 0.0486, -0.5775], [0.0880, 0.1832, -0.1901], [-0.0684, 0.0411, -0.1176], [0.1281, -0.0099, 0.3275], [-0.1925, -0.3173, 0.0832], [-0.4887, -0.1048, -0.2478], [0.1561, -0.3135, 0.0644], [-0.0368, -0.0385, -0.4385], [-0.0128, -0.1243, 0.2622], [0.1152, -0.1777, -0.1689], [-0.3615, -0.0715, -0.0781], [0.1914, 0.1214, 0.3705], [0.0787, 0.6061, 0.0522], [0.5563, 1.0796, 0.3596], [0.4148, 0.1553, -0.0796], [-0.0265, 0.2810, -0.3515], [-0.1539, -0.1786, -0.0810], [0.0306, -0.0039, -0.1707], [-0.2221, 0.0949, -0.0447], [-0.3266, -0.2251, -0.0830], [-0.0908, -0.3764, 0.2918], [-0.0399, -0.0820, -0.4963], [-0.3813, -0.5332, -0.0547], [0.1433, -0.1728, -0.0915], [0.1642, -0.0686, 0.0732], [0.0772, 0.0888, 0.3071], [0.0497, 0.2552, -0.3322], [-0.2735, 0.0642, 0.3973], [-0.3440, -0.8805, -0.7267], [-0.0643, 1.0729, 0.6402], [0.8596, 0.5404, -0.0623], [0.3517, -0.4253, -0.5888], [-0.5043, -0.5622, 0.2219], [-0.3976, 0.6625, 0.5362], [-0.1568, 0.1133, -0.1968], [-0.1286, -0.0463, 0.0146], [0.0854, -0.3059, 0.0814], [0.3615, -0.0854, 0.1885], [0.0147, 0.1277, 0.2128], [-0.3399, 0.2920, -0.1822], [0.2015, -0.3956, 0.2633], [-0.5864, -0.4671, 0.2579], [0.1595, -0.0967, 0.1828], [-0.1797, -0.0845, -0.1914], [0.2615, -0.0987, 0.0696], [-0.0382, 0.0482, -0.2747], [0.0826, -0.1133, -0.2614], [-0.2250, 0.2447, -0.0993], [-0.2491, -0.1042, -0.0320]]}

[3]
{"formula": "C25H28N3O3RbS", "method": "the ωB97M-V functional and the def2-TZVPD basis", "elements": ["Rb", "N", "C", "C", "C", "C", "C", "C", "C", "C", "N", "C", "H", "H", "H", "H", "H", "H", "H", "H", "O", "C", "O", "C", "C", "C", "C", "C", "C", "C", "C", "C", "N", "H", "H", "H", "H", "H", "H", "C", "C", "C", "S", "O", "C", "C", "C", "H", "H", "H", "H", "H", "H", "H", "H", "H", "H", "H", "H", "H", "H"], "positions_angstrom": [[0.253900, 0.232548, 0.112708], [-1.134407, 1.087560, 2.799030], [-1.365749, 2.360405, 2.357633], [-2.608392, 2.957997, 2.403913], [-2.817131, 4.237389, 1.855694], [-1.808656, 4.942336, 1.259808], [-0.513888, 4.371342, 1.211973], [0.602121, 5.020991, 0.628494], [1.820300, 4.412233, 0.627942], [1.941543, 3.130703, 1.215209], [0.935719, 2.496017, 1.754477], [-0.285325, 3.097262, 1.761105], [-0.192421, 0.732739, 2.889300], [-1.824267, 0.639301, 3.374290], [-3.437952, 2.431103, 2.860669], [-3.810734, 4.665231, 1.915676], [-1.982235, 5.926616, 0.843852], [0.472049, 6.001374, 0.184993], [2.689790, 4.882444, 0.189474], [2.897501, 2.616428, 1.225865], [2.251553, -0.933132, 1.572945], [1.331319, -1.771868, 1.497162], [0.192644, -1.717305, 2.009012], [1.558304, -2.877970, 0.477206], [2.344747, -4.018275, 0.796496], [2.555351, -4.957771, -0.159481], [2.000428, -4.771037, -1.452373], [2.187984, -5.694902, -2.507239], [1.642148, -5.466426, -3.738109], [0.882102, -4.297238, -3.963145], [0.686418, -3.391581, -2.959810], [1.242323, -3.607017, -1.676582], [1.022623, -2.673181, -0.701489], [2.759889, -4.107787, 1.790723], [3.144894, -5.844710, 0.042737], [2.775878, -6.585485, -2.317833], [1.792291, -6.175980, -4.540993], [0.454401, -4.120283, -4.941934], [0.111185, -2.487864, -3.117851], [-1.513981, 4.812134, -2.527110], [-2.916590, 4.256859, -2.327366], [-3.039823, 2.763402, -2.597677], [-2.198092, 1.760306, -1.372199], [-0.726014, 1.756473, -1.709633], [-2.851018, 0.152610, -1.883092], [-4.125048, -0.198105, -1.119848], [-3.847610, -0.504116, 0.345591], [-1.500714, 5.884082, -2.325211], [-1.171708, 4.659628, -3.552664], [-0.790115, 4.330075, -1.870544], [-3.620517, 4.761665, -2.994008], [-3.258197, 4.459528, -1.308406], [-2.609593, 2.474315, -3.562159], [-4.084321, 2.441149, -2.576101], [-2.067763, -0.575631, -1.653092], [-2.961319, 0.168719, -2.969464], [-4.580360, -1.059058, -1.614085], [-4.855691, 0.612057, -1.209479], [-3.151918, -1.339582, 0.452264], [-4.762557, -0.766840, 0.876418], [-3.406281, 0.354731, 0.856996]], "atomic_forces_ev_per_a": [[0.1888, -0.0462, -0.1099], [-0.0251, -0.0113, -0.0307], [0.0721, 0.0444, 0.0152], [-0.0229, 0.0424, -0.0483], [-0.0584, -0.0418, 0.0395], [0.0117, -0.0527, 0.0177], [-0.0103, 0.1518, -0.0753], [-0.0281, 0.0260, 0.0091], [0.0603, -0.0998, 0.0499], [-0.0118, 0.0802, -0.0411], [-0.0737, 0.1740, 0.0689], [0.0522, -0.2166, 0.1049], [0.0041, 0.0853, 0.0327], [-0.0118, -0.0283, -0.0321], [0.0053, -0.0077, 0.0049], [0.0070, 0.0108, -0.0070], [0.0337, 0.0068, -0.0114], [-0.0233, 0.0000, 0.0092], [-0.0121, 0.0180, -0.0045], [0.0025, 0.0082, 0.0054], [0.1605, -0.1881, 0.1772], [0.1108, -0.3151, 0.1658], [0.0494, -0.1633, 0.2494], [0.0939, -0.1181, 0.1265], [-0.0476, 0.0560, -0.0452], [-0.0207, 0.0094, -0.0288], [0.0830, -0.1255, 0.0324], [-0.0070, 0.0196, 0.0304], [-0.0152, 0.0361, 0.0199], [0.0111, -0.0464, -0.0383], [0.0127, 0.0155, 0.0342], [-0.1026, 0.1394, -0.0262], [0.0650, -0.0912, -0.0031], [0.0020, 0.0020, 0.0033], [-0.0001, -0.0013, -0.0056], [-0.0020, -0.0047, -0.0118], [-0.0101, 0.0059, -0.0099], [0.0005, -0.0009, 0.0004], [-0.0007, 0.0004, -0.0007], [0.0844, 0.0499, -0.0170], [-0.1102, -0.0196, 0.0449], [-0.0417, -0.0781, -0.2272], [0.3702, 0.1571, 0.1725], [-0.7711, 0.4472, -0.5876], [0.0204, -0.0781, -0.1061], [-0.0432, 0.0096, -0.1690], [0.0242, -0.0238, 0.1302], [0.0049, 0.0016, -0.0068], [-0.0205, -0.0083, -0.0031], [-0.0321, -0.0028, 0.0143], [0.0376, 0.0360, -0.0046], [0.0165, -0.0093, 0.0033], [0.0060, 0.0481, 0.0101], [-0.0066, 0.0228, 0.0381], [0.0262, 0.1049, 0.0321], [-0.1048, -0.0303, 0.0190], [0.0029, -0.0296, 0.0585], [0.0242, 0.0236, 0.0154], [-0.0084, -0.0055, -0.0341], [-0.0141, -0.0016, -0.0261], [-0.0079, 0.0127, -0.0235]]}

| no. | F_max (eV Å⁻¹) | LUMO level (hartree) | HOMO energy (eV) |
| --- | --- | --- | --- |
| 1 | 1.17 | 0.0185 | -7.9 |
| 2 | 1.58 | -0.1596 | -11.3 |
| 3 | 1.07 | 0.0057 | -7.8 |